# 1
{
  "formula": "C27H30ClN5O6Ti",
  "method": "wB97M-V/def2-TZVPD",
  "species": ["Ti", "Cl", "O", "O", "O", "O", "O", "O", "N", "N", "N", "N", "N", "C", "C", "C", "C", "C", "C", "C", "C", "C", "C", "C", "C", "C", "C", "C", "C", "C", "C", "C", "C", "C", "C", "C", "C", "C", "C", "C", "H", "H", "H", "H", "H", "H", "H", "H", "H", "H", "H", "H", "H", "H", "H", "H", "H", "H", "H", "H", "H", "H", "H", "H", "H", "H", "H", "H", "H", "H"],
  "positions_angstrom": [[0.40755, -0.91910, 0.97702], [-3.68638, -2.85542, -1.11943], [4.98475, 5.77759, 3.01399], [-2.62327, -2.13335, 3.40593], [3.09088, 5.43848, 4.04491], [2.41211, -0.81490, 4.42594], [-1.40791, -2.04037, 1.42833], [-0.50703, 0.74698, 0.71423], [1.13074, -1.09330, 2.50174], [1.84533, 1.38320, -0.64825], [3.15940, -3.27166, 1.82650], [-2.51806, 1.59125, 1.02871], [1.50588, -1.41863, -0.71524], [2.10388, 4.40497, 1.31150], [1.51999, -3.20979, -2.39579], [4.21945, 3.47797, 1.03932], [3.43728, 4.37627, 1.75786], [1.64100, 3.75919, 0.17203], [1.07173, -2.62778, -1.21468], [-1.77593, 0.52925, 0.90567], [-6.38949, -2.35153, -3.92163], [2.22941, -1.25032, 3.28610], [2.50304, -0.84571, -1.51103], [3.92371, 5.19965, 2.96798], [-3.92043, 1.49884, 0.78465], [-0.19140, -1.40871, 3.37575], [-1.43783, -2.00277, 2.72376], [-3.69551, -1.60391, -3.48710], [-5.72311, -2.67492, -2.78725], [3.23357, -1.54289, -2.52717], [-5.63905, -1.66326, -4.90129], [2.69269, 0.53798, -1.37699], [-4.41620, -2.31117, -2.54452], [3.52894, -2.03761, 2.68518], [-2.30877, -1.19187, -3.34089], [-1.96199, 2.92347, 1.30008], [2.59876, -2.63502, -3.10096], [2.30050, 2.56554, -0.14809], [3.65065, 2.51281, 0.19794], [-4.33337, -1.33933, -4.71081], [-2.30296, -0.39853, 0.78576], [-2.54612, 3.32519, 2.11997], [-6.21014, -3.28176, -2.04897], [-3.67006, -0.83984, -5.45171], [-4.18782, 1.88704, -0.23034], [2.93709, -3.11691, -4.02163], [-4.33022, 0.49298, 0.97301], [-7.41485, -2.59554, -4.20035], [-1.65304, -1.62988, -2.58005], [5.30642, 3.47153, 1.15207], [3.39790, 0.98969, -2.11608], [1.43556, 5.12073, 1.88724], [4.18959, 1.62246, -0.11984], [-4.43039, 2.21456, 1.48317], [-2.15171, 3.53735, 0.41185], [-1.79735, -0.61757, -4.03935], [4.35071, -1.45299, 2.26724], [0.23705, -3.15502, -0.68908], [-0.41229, -0.56284, 4.04521], [2.35731, 4.78097, 4.20204], [-6.07744, -1.42368, -5.85938], [4.20713, -1.12016, -2.82218], [2.56562, -4.19497, 2.34443], [3.97458, -3.76875, 1.50535], [3.96372, -2.35508, 3.67972], [0.13787, -2.27186, 3.95066], [1.07199, -4.14493, -2.74666], [0.60418, 1.10168, -0.56990], [-0.93413, 2.85223, 1.54955], [0.72629, 4.05378, -0.28576]],
  "lowdin_spin": [1.4752, 0.0004, 0.0002, 0.0068, 0.0000, 0.0503, 0.0253, 0.0216, 0.0158, 0.0126, 0.0032, 0.0622, 0.0085, 0.0001, 0.0083, 0.0003, 0.0004, 0.0009, 0.0175, 0.1128, 0.0003, 0.0471, 0.0045, 0.0001, 0.0053, 0.0290, 0.0122, 0.0002, 0.0000, 0.0102, 0.0000, 0.0127, 0.0002, 0.0046, 0.0015, 0.0054, 0.0037, 0.0023, 0.0015, 0.0001, 0.0073, 0.0022, 0.0000, 0.0000, 0.0031, 0.0001, 0.0009, 0.0000, -0.0001, 0.0000, 0.0009, 0.0000, 0.0007, 0.0006, 0.0025, 0.0000, 0.0018, 0.0053, 0.0015, 0.0000, 0.0000, 0.0004, 0.0003, 0.0005, 0.0004, 0.0022, 0.0005, 0.0046, 0.0001, 0.0003],
  "total_charge": -2,
  "multiplicity": 3,
  "homo_energy_ev": [0.2, 0.0],
  "gap_ha": [0.1378, 0.1415],
  "relative_energy_kcal_mol": 35.7
}

# 2
{
  "formula": "C7H7I",
  "method": "wB97M-V/def2-TZVPD",
  "species": ["I", "C", "C", "C", "C", "C", "C", "C", "H", "H", "H", "H", "H", "H", "H"],
  "positions_angstrom": [[-1.96637, 0.54665, 2.08143], [-1.27380, 0.08590, 0.09671], [2.06625, 0.22574, 0.34782], [0.60332, 1.33930, -1.06599], [1.84983, 0.92500, -0.90178], [1.03241, 0.17350, 1.25636], [-0.44555, 1.03833, -0.33837], [-2.00946, -0.98636, -0.69717], [-3.05490, -1.10382, -0.23615], [1.02662, -0.83066, 1.70182], [-2.12334, -0.72732, -1.73908], [2.78630, -0.63420, 0.39887], [-1.48142, -1.96152, -0.71780], [2.47089, 0.86142, -1.75564], [0.51923, 1.04804, 1.56899]],
  "mulliken_charge": [0.0797, 0.1806, -0.2767, -0.7111, -0.2857, -0.8741, 0.2774, -0.9322, 0.2968, 0.1760, 0.3318, 0.2675, 0.2405, 0.4280, 0.8014],
  "homo_energy_ev": [-8.0, -8.0],
  "gap_ha": [0.2638, 0.2639],
  "relative_energy_kcal_mol": 62.0
}

# 3
{
  "formula": "C5H14NO",
  "method": "wB97M-V/def2-TZVPD",
  "species": ["O", "N", "C", "C", "C", "C", "C", "H", "H", "H", "H", "H", "H", "H", "H", "H", "H", "H", "H", "H", "H"],
  "positions_angstrom": [[-0.78377, 2.17042, -2.26313], [-1.02256, 0.42722, -0.01813], [0.47616, -1.28754, 1.05075], [1.14567, -0.01315, 1.65576], [2.12402, 0.65927, 0.65323], [-0.55578, -1.03672, 0.13644], [-1.26074, -1.95270, -0.66312], [1.92366, 1.76064, 0.88968], [1.97896, 0.38403, -0.38025], [-1.10208, -3.11992, -0.60248], [0.42007, 0.57440, 2.16848], [-2.09797, -1.69857, -1.34809], [1.32201, -1.91951, 0.64652], [1.81061, -0.27568, 2.58441], [0.02123, -2.00877, 1.71491], [-2.02897, 0.53782, -0.00496], [3.11581, 0.53550, 1.04523], [-0.62194, 1.10645, 0.64891], [-0.56770, 0.85459, -1.01862], [-0.78700, 1.97200, -3.20623], [-1.53452, 2.72815, -1.90386]],
  "mulliken_charge": [-0.7042, -0.3537, -0.4876, -0.9558, -1.0155, 0.5202, -1.0398, 0.2611, 0.3862, 0.2593, 0.4625, 0.2697, 0.3128, 0.3578, 0.3934, 0.3861, 0.3690, 0.3385, 0.5535, 0.3439, 0.3425],
  "total_charge": 1,
  "homo_energy_ev": -13.6,
  "gap_ha": 0.3744,
  "relative_energy_kcal_mol": 67.8
}

# 4
{
  "formula": "C2H3F2NOS",
  "method": "wB97M-V/def2-TZVPD",
  "species": ["S", "F", "F", "O", "N", "C", "C", "H", "H", "H"],
  "positions_angstrom": [[-2.25703, -0.52800, -0.20566], [-0.50034, 1.59558, 1.17180], [-0.53398, 1.15454, -1.20350], [0.12185, -1.76697, 0.46559], [1.75256, -0.18089, 0.09700], [-0.68190, 0.18116, -0.36974], [0.46100, -0.67167, 0.09237], [-2.88508, 0.24467, -1.07137], [2.02141, 0.75599, 0.37428], [2.50151, -0.78442, 0.64922]],
  "mulliken_charge": [-0.0695, -0.6135, -0.1349, -0.5179, -0.5103, 0.7791, 0.2993, 0.1669, 0.3002, 0.3005],
  "homo_energy_ev": [-10.5, -10.5],
  "gap_ha": [0.3345, 0.3346],
  "relative_energy_kcal_mol": 49.0
}